(1)
DFT (ωB97M-V/def2-TZVPD) results for a molecular structure, C37H30MoN4O4S9 at a distorted geometry.

Structure (XYZ):
```
85
Properties=species:S:1:pos:R:3:lowdin_spin:R:1
Mo 2.129 2.259 0.109 0.651
S 2.514 4.252 1.541 -0.020
S 1.091 5.583 -0.912 0.027
S 1.453 3.756 -1.727 0.141
S 2.742 5.805 0.297 -0.004
S 1.448 0.029 -1.842 -0.001
S -0.481 1.528 1.737 0.010
S -0.682 -0.683 0.042 0.001
S 5.644 2.492 0.095 0.142
S 2.563 -0.070 1.679 0.002
O 2.245 1.408 2.078 0.017
O 2.263 -0.889 2.876 0.000
O 3.959 -0.124 1.169 0.003
O 1.657 -0.592 0.587 0.006
N -0.023 -0.101 -1.313 0.002
N 2.423 1.161 -1.319 -0.028
N 0.250 2.262 0.654 0.020
N -0.711 -0.054 1.513 0.003
C 0.884 1.022 -6.234 0.000
C -4.152 0.239 -1.735 0.000
C -3.267 -1.182 0.517 0.000
C -4.858 2.714 1.735 0.000
C -2.658 2.804 0.669 0.001
C -2.127 2.094 1.750 0.001
C -2.938 1.693 2.824 0.000
C 0.084 1.553 3.414 0.000
C 0.608 -2.909 1.193 0.000
C 0.041 -0.014 -4.179 0.000
C 0.361 -5.154 0.233 0.000
C 1.566 -2.545 -2.614 0.000
C 0.067 0.370 4.138 0.001
C 1.069 1.533 6.040 0.001
C -2.347 -0.595 -0.381 0.000
C 1.018 2.732 5.306 0.000
C 0.927 -4.280 1.164 0.000
C 2.013 1.442 -5.522 0.000
C 0.604 0.368 5.442 0.000
C 2.185 1.118 -4.175 0.000
C 2.050 -3.857 -2.637 0.000
C -4.622 -1.030 0.255 0.000
C -0.263 -2.403 0.216 0.000
C -2.771 0.119 -1.503 0.000
C 4.078 2.521 0.141 0.023
C -0.890 -3.279 -0.693 0.000
C -4.030 3.105 0.679 0.000
C -4.297 2.019 2.810 0.000
C 0.498 2.759 4.014 0.000
C -0.567 -4.638 -0.674 0.000
C 2.211 -1.578 -1.840 -0.002
C 3.365 -1.911 -1.123 0.000
C -5.080 -0.337 -0.874 0.000
C -0.097 0.302 -5.545 0.000
C 3.833 -3.234 -1.147 0.000
C 1.191 0.405 -3.505 -0.001
C 3.180 -4.209 -1.904 0.000
H 3.833 -1.157 -0.469 0.000
H 0.763 1.247 -7.290 0.000
H 3.084 1.456 -3.647 0.000
H 2.798 2.029 -5.995 0.000
H -0.360 -0.561 3.729 0.000
H -0.743 -0.573 -3.662 0.000
H 1.375 3.651 5.762 0.000
H 3.539 -5.235 -1.884 0.000
H -2.907 -1.746 1.385 0.000
H -1.001 -0.035 -6.058 0.000
H -2.025 3.108 -0.169 0.001
H 0.636 -6.202 0.208 0.000
H -6.154 -0.240 -1.061 0.000
H -1.593 -2.890 -1.439 0.000
H 0.526 3.670 3.417 0.000
H 1.031 -2.262 1.966 0.000
H -2.518 1.126 3.665 0.000
H -2.060 0.601 -2.175 0.000
H -4.917 1.726 3.658 0.000
H -4.447 3.635 -0.178 0.000
H -1.058 -5.289 -1.394 0.000
H 0.619 -0.584 5.974 0.000
H -4.473 0.786 -2.603 0.000
H 1.463 1.519 7.043 0.000
H 4.683 -3.502 -0.522 0.000
H 1.638 -4.659 1.890 0.000
H -5.919 2.963 1.720 0.000
H 1.516 -4.600 -3.223 0.000
H -5.322 -1.454 0.978 0.000
H 0.635 -2.305 -3.147 0.000
```

The calculated total energy is -152364.9984 eV. The net charge is +1. Its multiplicity is 2. The calculation puts the HOMO-LUMO gap (spin up / spin down) at 5.9 / 5.5 eV. The value obtained for the energy relative to the best compared isomer or geometry (same formula, charge and spin) is 0.0 kJ/mol. As for the expectation value of S²: 0.771.

***

(2)
DFT (ωB97M-V/def2-TZVPD) results for a molecular structure, C37H31AsAuP2S4Si at a distorted geometry.

Structure (XYZ):
```
77
Properties=species:S:1:pos:R:3:mulliken_charge:R:1
Au 0.914 0.458 -1.004 0.860
As 3.347 0.907 1.248 0.542
S 1.195 0.705 1.719 -0.188
S 4.066 2.565 2.354 -0.506
S 3.200 1.328 -0.882 -0.537
S 4.283 -0.955 1.614 -0.468
P -0.416 2.099 0.561 1.368
P 0.982 -2.017 -0.174 1.193
Si -1.205 -0.140 -1.770 0.155
C -3.024 3.072 0.159 -0.424
C -0.989 2.651 2.236 -0.227
C -2.112 2.072 -0.215 -0.215
C -2.479 1.097 -1.142 0.784
C 1.292 -3.697 3.520 -0.698
C -1.821 1.752 2.922 -0.345
C -2.928 -2.398 -1.383 -0.314
C -3.278 -3.678 -0.981 -0.791
C -0.641 3.841 2.849 -0.066
C 2.130 5.226 -0.124 -1.021
C 3.246 -2.293 -1.735 -0.054
C -0.721 -2.670 -0.451 -0.333
C -1.473 -0.228 -3.616 -1.173
C 0.790 4.953 -2.101 -0.643
C 0.088 3.929 -1.489 -0.717
C -1.107 4.133 4.133 -0.826
C -3.781 1.141 -1.674 -0.355
C -2.296 2.050 4.186 -0.676
C 1.811 5.611 -1.413 -0.556
C -1.656 -1.865 -1.123 0.258
C 3.999 -2.697 -2.831 -0.741
C -2.342 -4.471 -0.323 -0.754
C -4.304 3.088 -0.370 -0.803
C 1.906 -2.687 -1.619 0.628
C 3.423 -3.473 -3.833 -0.557
C 0.383 3.567 -0.173 1.036
C 2.460 -4.450 3.454 -0.509
C 3.195 -4.477 2.280 -0.527
C -1.073 -3.972 -0.065 -0.282
C -1.931 3.247 4.801 -0.513
C 1.589 -3.037 1.213 0.420
C 1.334 -3.465 -2.626 -0.747
C 1.427 4.197 0.495 -0.672
C 2.763 -3.773 1.162 -0.448
C -4.690 2.108 -1.283 -0.804
C 2.093 -3.855 -3.729 -0.684
C 0.872 -2.978 2.411 -0.195
H 4.122 -5.037 2.231 0.379
H -2.083 0.805 2.456 0.339
H -4.999 3.866 -0.073 0.408
H -0.016 -2.359 2.471 0.383
H -2.942 1.348 4.702 0.415
H -5.696 2.108 -1.692 0.394
H 1.637 -4.458 -4.507 0.389
H -2.499 -0.556 -3.850 0.306
H -0.684 3.404 -2.039 0.255
H 4.008 -3.770 -4.698 0.348
H -1.308 0.754 -4.081 0.283
H -2.284 3.477 5.798 0.361
H -0.811 5.060 4.606 0.419
H 5.037 -2.391 -2.906 0.427
H 3.693 -1.659 -0.966 0.101
H -3.666 -1.791 -1.910 0.140
H 0.720 -3.659 4.440 0.387
H 3.347 -3.805 0.254 0.340
H -0.772 -0.946 -4.066 0.308
H 2.947 5.700 0.408 0.394
H 0.296 -3.768 -2.559 0.332
H 1.745 3.858 1.476 0.487
H -0.011 4.558 2.342 0.465
H -0.344 -4.604 0.428 0.483
H 0.554 5.231 -3.122 0.408
H 2.370 6.404 -1.900 0.375
H -4.086 0.401 -2.412 0.186
H -4.275 -4.059 -1.182 0.408
H -2.597 -5.481 -0.017 0.402
H 2.802 -4.999 4.324 0.349
H -2.723 3.846 0.855 0.456
```

The calculated total energy is -173203.6165 eV. The net charge is -1. Its multiplicity is 1. The calculation puts the HOMO-LUMO gap (spin up / spin down) at 5.4 / 5.4 eV. The value obtained for the energy relative to the best compared isomer or geometry (same formula, charge and spin) is 0.0 kJ/mol.

***

(3)
DFT (ωB97M-V/def2-TZVPD) results for a molecular structure, C37H31AsIN2O8P2S2V at a distorted geometry.

Structure (XYZ):
```
85
Properties=species:S:1:pos:R:3:lowdin_spin:R:1
I -1.310 0.787 2.915 -0.005
As 1.950 0.423 0.491 0.004
V -1.364 0.227 -0.131 1.230
S -1.155 -2.335 -0.391 -0.073
S -1.383 0.159 -2.362 -0.064
P -0.664 3.475 -0.619 0.001
P -3.310 2.541 -0.987 0.000
O -4.109 3.659 -0.134 -0.001
O -1.186 4.156 0.742 0.000
O 0.424 -0.269 0.274 0.006
O -2.743 1.663 0.135 0.001
O -4.133 2.030 -2.086 -0.001
O -2.010 3.342 -1.518 0.000
O 0.304 4.372 -1.266 0.000
O -0.234 2.053 -0.276 0.008
N 1.859 0.890 -2.131 -0.001
N 1.281 0.325 -4.173 -0.001
C 1.321 1.700 -4.143 0.000
C 3.877 4.073 -0.224 0.000
C 2.350 4.391 1.604 0.000
C 4.847 -2.793 -1.316 0.000
C 4.518 -0.545 -0.526 0.000
C -1.881 -3.843 -2.560 -0.004
C -4.725 -1.800 2.152 -0.003
C 2.533 2.249 0.547 0.002
C 1.869 -1.789 4.048 0.000
C 2.691 -2.119 -0.484 0.000
C 3.190 -0.844 -0.249 0.000
C 1.602 -1.283 2.787 0.000
C -4.374 -1.747 4.551 -0.001
C 3.309 4.894 0.735 0.000
C 2.773 -1.143 4.881 0.000
C -3.249 -0.919 4.356 0.002
C 5.344 -1.522 -1.061 0.000
C 3.415 0.004 4.444 0.000
C -1.614 -2.567 -2.046 -0.010
C 1.587 -0.109 -2.934 -0.002
C -5.553 -2.162 1.069 0.006
C 1.690 2.033 -2.877 0.000
C 1.966 3.066 1.518 0.000
C -2.033 -1.667 -4.261 -0.005
C -2.269 -2.937 -4.755 -0.002
C 3.482 2.745 -0.330 0.001
C -2.870 -0.590 3.086 -0.001
C -3.540 -1.037 1.912 -0.008
C 3.527 -3.091 -1.019 0.000
C -5.232 -1.738 -0.188 -0.002
C -5.096 -2.157 3.473 0.001
C -2.192 -4.029 -3.893 -0.005
C -1.707 -1.471 -2.918 0.000
C -3.134 -0.749 0.573 -0.073
C 2.236 -0.123 2.348 0.000
C 3.152 0.510 3.176 0.000
C -4.039 -1.040 -0.426 0.002
H -1.933 3.666 1.117 0.000
H 1.363 -2.686 4.383 0.000
H 5.492 -3.549 -1.746 0.000
H 6.377 -1.288 -1.280 0.000
H -5.989 -2.758 3.606 0.000
H 1.879 5.037 2.332 0.000
H 1.207 2.680 2.189 0.000
H 1.069 2.302 -4.996 0.000
H 3.132 -4.080 -1.211 0.000
H 1.646 -2.345 -0.281 -0.001
H -2.391 -5.027 -4.263 0.000
H 0.885 -1.779 2.142 0.000
H 1.577 -1.151 -2.667 0.000
H -2.117 -0.799 -4.906 0.000
H -6.446 -2.744 1.262 0.000
H -4.746 4.091 -0.713 0.000
H -2.703 -0.534 5.206 0.000
H -3.822 -0.753 -1.448 0.000
H 3.594 5.936 0.791 0.000
H 0.932 -0.252 -4.917 0.000
H 1.756 3.015 -2.434 0.000
H -4.673 -2.017 5.556 0.000
H 2.975 -1.533 5.871 0.000
H 3.665 1.408 2.847 0.000
H -1.836 -4.689 -1.887 0.000
H -2.527 -3.075 -5.797 0.000
H 4.122 0.512 5.088 0.000
H 3.880 2.123 -1.120 0.000
H -5.883 -1.960 -1.026 0.000
H 4.923 0.438 -0.314 0.000
H 4.608 4.467 -0.917 0.000
```

The calculated total energy is -193118.7141 eV. The net charge is -1. Its multiplicity is 2. The calculation puts the HOMO-LUMO gap (spin up / spin down) at 6.5 / 6.6 eV. The value obtained for the energy relative to the best compared isomer or geometry (same formula, charge and spin) is 36.0 kJ/mol. As for the expectation value of S²: 0.822.

***

(4)
DFT (ωB97M-V/def2-TZVPD) results for a molecular structure, C37H31Br2LuN8O4PS8 at a distorted geometry.

Structure (XYZ):
```
92
Properties=species:S:1:pos:R:3:mulliken_charge:R:1
Lu -1.493 -0.799 0.608 2.200
Br -1.867 -0.282 5.791 -0.213
Br 2.256 -4.081 6.097 -0.286
S 3.880 -0.490 -2.315 -0.395
S -3.129 0.689 -1.112 -0.115
S -4.339 -0.661 3.043 -0.106
S 2.724 1.935 3.369 -0.386
S -5.124 -0.607 1.177 -0.107
S -4.088 -2.705 3.370 -0.171
S -2.502 -5.053 -2.140 -0.295
S -2.448 -3.327 2.291 -0.180
P -0.242 2.136 -0.620 2.498
O -2.093 -0.350 -1.559 -0.462
O -3.885 -1.096 0.253 -0.750
O -2.580 1.194 0.230 -0.299
O -1.314 -0.516 2.759 -0.619
N 1.271 -0.482 -0.757 1.172
N 1.024 0.732 1.858 1.040
N 0.065 1.713 3.772 0.014
N -0.789 -3.298 -1.535 -0.528
N -1.898 -2.965 -0.791 0.234
N -4.112 -3.626 -0.485 -0.232
N 0.401 -2.202 1.476 0.765
N 0.387 -0.828 -2.855 -0.001
C -2.563 2.027 -2.226 1.127
C 2.411 -0.026 -0.077 -0.430
C 1.225 -3.043 3.597 1.375
C -0.273 6.119 0.593 -0.943
C 0.192 -4.945 -3.080 -0.550
C 1.108 1.405 2.971 -0.251
C 2.411 3.123 -1.077 -0.271
C 0.213 -2.198 5.620 -0.236
C 1.649 1.235 -2.506 -1.231
C -0.595 -1.335 3.467 -0.113
C 0.364 -2.218 2.838 -0.077
C -0.624 -1.370 4.853 0.079
C -1.163 3.661 1.514 -0.479
C -0.865 3.473 -3.092 -0.392
C 1.416 2.316 -1.435 -0.929
C 3.119 1.044 -3.003 -0.231
C 2.145 -3.824 1.525 -1.503
C -2.951 3.228 -4.274 -0.791
C 3.646 -0.134 -0.614 -0.527
C 2.268 0.601 1.264 -0.627
C 0.826 -6.160 -2.388 -0.997
C -2.911 -3.772 -1.021 0.185
C -0.468 3.721 0.307 0.513
C 1.107 -0.098 -1.985 -0.751
C -1.400 4.810 2.260 -0.803
C -3.385 2.343 -3.297 -0.601
C -1.686 3.789 -4.170 -0.773
C 1.118 -3.006 5.010 -0.099
C 3.721 3.094 -1.747 -0.783
C -0.037 4.970 -0.147 -0.264
C 4.027 2.190 -2.672 -1.014
C -1.287 2.587 -2.100 -0.297
C 2.128 -3.858 2.888 -1.426
C -0.951 6.041 1.805 -0.672
C -0.913 -4.347 -2.266 0.154
C 1.258 -2.973 0.853 -0.530
C 3.293 1.193 1.925 -0.441
H 1.253 -2.913 -0.227 0.537
H -1.133 6.940 2.384 0.382
H -1.937 4.739 3.199 0.472
H -0.071 -1.644 -2.455 0.082
H 3.122 0.846 -4.076 0.650
H 4.537 0.063 -0.036 0.444
H 0.066 7.080 0.221 0.416
H 1.037 1.511 -3.369 1.034
H -0.164 -0.320 -3.528 0.401
H 2.830 -4.440 0.956 0.524
H -4.847 -4.285 -0.640 0.156
H -4.367 1.882 -3.363 0.469
H -3.590 3.474 -5.113 0.380
H 0.133 -2.184 6.698 0.459
H 2.797 -4.509 3.435 0.295
H -0.193 -5.239 -4.059 0.409
H -4.251 -2.716 -0.009 0.287
H 0.482 5.056 -1.093 0.332
H 2.268 3.845 -0.283 0.537
H -0.781 1.173 3.608 -0.017
H -1.332 4.477 -4.929 0.400
H 1.209 -5.878 -1.405 0.197
H 1.651 -6.557 -2.984 0.369
H 4.994 2.196 -3.162 0.381
H 0.236 2.054 4.698 0.252
H 0.942 -4.167 -3.231 0.176
H -1.550 2.712 1.858 0.396
H 0.091 -6.955 -2.246 0.332
H 0.122 3.918 -3.031 0.207
H 4.329 1.280 1.643 0.458
H 4.438 3.869 -1.496 0.407
```

The calculated total energy is -328666.6314 eV. The net charge is -1. Its multiplicity is 1. The calculation puts the HOMO-LUMO gap at 5.2 eV. The value obtained for the energy relative to the best compared isomer or geometry (same formula, charge and spin) is 309.8 kJ/mol.

***

(5)
DFT (ωB97M-V/def2-TZVPD) results for 7 unconnected molecules or ions with the total composition C37H31Cl3N6O12 at a distorted geometry.

Structure (XYZ):
```
89
Properties=species:S:1:pos:R:3:mulliken_charge:R:1
Cl 18.183 7.462 16.086 -0.129
Cl 17.913 10.358 16.387 0.025
Cl 16.917 9.105 14.021 -0.131
O 13.145 7.635 9.190 -0.572
O 15.397 13.684 20.519 -0.624
O 13.469 11.729 15.927 -0.589
O 13.634 9.561 15.582 -0.599
O 22.541 10.749 18.168 -0.575
O 13.566 9.170 20.002 -0.626
O 13.659 8.862 7.410 -0.576
O 13.995 13.012 19.036 -0.577
O 20.917 11.923 17.315 -0.518
O 25.917 9.649 14.644 -0.591
O 14.704 9.950 18.374 -0.472
O 25.395 11.015 13.019 -0.569
N 13.483 8.666 8.601 0.955
N 15.069 13.519 19.344 1.069
N 22.135 11.606 17.444 1.053
N 25.121 10.185 13.872 1.003
N 13.091 10.534 16.107 1.137
N 14.542 9.754 19.567 1.022
C 17.203 8.865 15.734 0.383
C 16.757 10.577 20.120 -0.108
C 15.447 10.378 20.591 0.502
C 13.563 9.959 10.745 -0.473
C 17.272 14.453 18.612 -0.505
C 23.208 9.492 15.351 -0.385
C 14.985 10.518 21.862 -0.641
C 11.864 8.996 17.417 -0.105
C 16.065 13.922 18.296 0.313
C 23.694 9.781 14.067 0.371
C 14.090 11.107 8.705 -0.318
C 23.364 13.602 14.527 -0.487
C 20.972 9.402 14.193 -0.241
C 9.909 9.569 18.597 -0.420
C 13.880 11.110 11.488 -0.082
C 17.251 11.216 22.385 -0.595
C 10.039 10.862 18.149 -0.523
C 17.812 14.187 16.316 -0.323
C 15.996 10.913 22.816 -0.400
C 21.569 9.564 12.936 -0.648
C 17.638 11.001 21.068 -0.202
C 10.805 8.603 18.201 -0.609
C 11.075 11.265 17.348 -0.640
C 15.612 13.645 17.013 -0.760
C 14.526 12.241 9.416 -0.467
C 25.254 12.767 15.785 -0.470
C 22.932 9.837 12.894 -0.608
C 23.092 12.330 16.551 -0.019
C 11.970 10.282 16.968 0.200
C 16.575 13.696 16.048 -0.555
C 18.130 14.677 17.552 -0.564
C 24.724 13.454 14.696 -0.224
C 24.436 12.105 16.708 -0.461
C 21.831 9.254 15.392 -0.436
C 13.796 9.970 9.413 0.192
C 22.491 13.033 15.473 -0.328
C 14.454 12.215 10.814 -0.424
H 9.249 11.548 18.452 0.359
H 19.042 15.210 17.666 0.444
H 13.422 8.966 11.211 0.384
H 22.929 14.027 13.626 0.392
H 14.647 13.327 16.763 0.707
H 19.906 9.332 14.262 0.139
H 12.683 8.358 17.155 0.523
H 24.749 11.343 17.426 0.427
H 14.952 13.067 8.857 0.368
H 21.361 8.906 16.328 0.349
H 14.046 11.098 7.594 0.367
H 16.322 13.465 15.070 0.680
H 13.953 10.466 22.041 0.541
H 23.401 10.027 11.935 0.425
H 15.741 11.170 23.909 0.244
H 18.011 11.549 23.145 0.336
H 18.684 11.135 20.733 0.430
H 23.886 9.410 16.152 0.827
H 13.750 11.280 12.621 0.259
H 17.028 10.427 19.019 -0.029
H 26.342 12.552 15.806 0.314
H 18.515 14.318 15.420 0.255
H 11.196 12.262 17.021 0.527
H 20.908 9.453 12.053 0.362
H 25.440 13.826 13.908 0.331
H 21.395 12.922 15.367 0.550
H 10.755 7.593 18.618 0.370
H 17.559 14.574 19.654 0.471
H 14.799 13.117 11.287 0.381
H 16.216 8.775 16.174 -0.136
H 9.133 9.336 19.346 0.348
```

The calculated total energy is -109931.1933 eV. The net charge is 0. The SMILES is O=[N+]([O-])c1ccccc1.O=[N+]([O-])c1ccccc1.O=[N+]([O-])c1ccccc1.O=[N+]([O-])c1ccccc1.O=[N+]([O-])c1ccccc1.O=[N+]([O-])c1ccccc1.ClC(Cl)Cl. Its multiplicity is 1. The calculation puts the HOMO-LUMO gap at 9.1 eV. The value obtained for the energy relative to the best compared isomer or geometry (same formula, charge and spin) is 180.5 kJ/mol.